No. 1
{"formula": "C31H60N2O6P2S", "method": "wB97M-V/def2-TZVPD", "smiles": "CP(C)[C@@](C)(C#N)[C@@H](C#N)[PH2]=S.C1CCOC1.C1CCOC1.C1CCOC1.C1CCOC1.C1CCOC1.C1CCOC1", "charge": 0, "e_lumo_ha": 0.01550, "de_lowest_kj_mol": 44.18, "molar_mass_da": 650.844, "gap_ev": 8.56, "species": ["C", "P", "C", "C", "C", "C", "N", "C", "C", "N", "P", "S", "H", "H", "H", "H", "H", "H", "H", "H", "H", "H", "H", "H", "C", "C", "C", "O", "C", "H", "H", "H", "H", "H", "H", "H", "H", "C", "C", "C", "O", "C", "H", "H", "H", "H", "H", "H", "H", "H", "C", "C", "C", "O", "C", "H", "H", "H", "H", "H", "H", "H", "H", "C", "C", "C", "O", "C", "H", "H", "H", "H", "H", "H", "H", "H", "C", "C", "C", "O", "C", "H", "H", "H", "H", "H", "H", "H", "H", "C", "C", "C", "O", "C", "H", "H", "H", "H", "H", "H", "H", "H"], "coordinates": [[4.01393, -3.40030, 3.37601], [3.82748, -2.23833, 1.97109], [4.66735, -2.91226, 0.50870], [1.98766, -1.92557, 1.55806], [1.74343, -0.41887, 1.74346], [1.77298, -2.20358, 0.14962], [1.48341, -2.34798, -0.95886], [0.97323, -2.78030, 2.32149], [-0.36211, -2.22255, 2.17754], [-1.29323, -1.65200, 1.77045], [0.82628, -4.56593, 1.79655], [2.45129, -5.50056, 1.31671], [3.12062, -3.53326, 3.96869], [4.33070, -4.38565, 3.07695], [4.76916, -3.00587, 4.03125], [4.66674, -3.99126, 0.44031], [5.68888, -2.58228, 0.57978], [4.28663, -2.50607, -0.41038], [1.90594, 0.11222, 0.82692], [0.77393, -0.17991, 2.15201], [2.48275, -0.04773, 2.43006], [1.19099, -2.76932, 3.38205], [0.05741, -5.16830, 2.80730], [-0.03805, -4.51532, 0.69193], [-1.69430, -0.40820, -1.70070], [-1.50435, -0.21563, -3.20151], [-2.49559, 0.90236, -3.49752], [-2.56728, 1.70394, -2.31496], [-1.92430, 1.02128, -1.23329], [-0.84684, -0.88197, -1.20901], [-2.58309, -1.01363, -1.50869], [-0.48505, 0.11846, -3.40879], [-1.69224, -1.11375, -3.78710], [-3.49431, 0.50297, -3.70645], [-2.19186, 1.52916, -4.33691], [-0.97456, 1.52655, -1.02184], [-2.55360, 1.08185, -0.34429], [-4.27001, 0.61751, 2.45849], [-4.31550, 1.96937, 3.16277], [-5.51244, 1.79715, 4.08536], [-5.56419, 0.40593, 4.42610], [-4.67897, -0.32947, 3.57671], [-3.29690, 0.37251, 2.03634], [-5.00860, 0.59194, 1.65317], [-3.40548, 2.11496, 3.75060], [-4.41916, 2.81454, 2.48719], [-6.44598, 2.06395, 3.57835], [-5.43470, 2.38804, 4.99836], [-3.80895, -0.64051, 4.16811], [-5.18791, -1.22377, 3.21412], [-3.02664, -3.88559, 5.92151], [-2.36565, -5.14657, 6.47458], [-2.31074, -6.03744, 5.24086], [-2.18016, -5.15933, 4.11489], [-2.42398, -3.81367, 4.52775], [-2.83369, -2.99227, 6.51237], [-4.10758, -4.02345, 5.85655], [-1.35395, -4.91721, 6.81785], [-2.90853, -5.60283, 7.30007], [-3.23423, -6.61281, 5.12309], [-1.47042, -6.73236, 5.25523], [-1.46711, -3.27586, 4.53451], [-3.08394, -3.33132, 3.80701], [5.95111, 1.46207, -2.40078], [4.53713, 1.38477, -2.96979], [4.17800, -0.06878, -2.70610], [4.88179, -0.45181, -1.51600], [5.84967, 0.54851, -1.18656], [6.26728, 2.47161, -2.14295], [6.66529, 1.05448, -3.12041], [3.87245, 2.04469, -2.40506], [4.46976, 1.65157, -4.02182], [4.50988, -0.71571, -3.52577], [3.10909, -0.22468, -2.55533], [5.49636, 1.09576, -0.30531], [6.79492, 0.06467, -0.93619], [4.17382, 0.87595, -8.43145], [4.26466, 2.39618, -8.52292], [3.89468, 2.81389, -7.10691], [4.34391, 1.76250, -6.24455], [4.70291, 0.61866, -7.02809], [4.74337, 0.35413, -9.19827], [3.13157, 0.55831, -8.50523], [5.29013, 2.69671, -8.74877], [3.60956, 2.83162, -9.27522], [2.81053, 2.91602, -6.99220], [4.36415, 3.75014, -6.80446], [5.79428, 0.52601, -7.02539], [4.27853, -0.27602, -6.57164], [-4.15846, 6.88739, 0.18730], [-4.65086, 5.73525, -0.68348], [-4.44230, 4.54219, 0.23692], [-4.61480, 5.02701, 1.57508], [-4.63488, 6.45736, 1.56769], [-4.54794, 7.85998, -0.10864], [-3.06753, 6.93496, 0.16290], [-5.71340, 5.86041, -0.90340], [-4.11783, 5.63653, -1.62714], [-3.42825, 4.13924, 0.14166], [-5.15288, 3.73561, 0.05314], [-5.66143, 6.79044, 1.75493], [-3.99886, 6.82860, 2.37167]], "atomic_forces_ev_per_a": [[-0.113, -0.465, -0.380], [0.738, 1.586, 0.404], [-0.161, -0.851, 0.299], [0.206, -0.561, -0.668], [0.365, 0.100, 0.790], [-0.500, -0.114, -1.223], [0.303, -0.007, 0.565], [-0.627, -0.502, 0.812], [-1.674, 1.389, -1.534], [1.134, -1.136, 1.058], [0.578, -0.656, -0.658], [-0.096, -0.083, 0.194], [-0.355, 0.067, 0.122], [0.010, -0.390, -0.253], [0.317, 0.412, 0.258], [-0.146, -0.324, 0.018], [0.480, 0.237, 0.098], [-0.285, 0.337, -0.272], [-0.047, 0.220, -0.547], [-0.387, 0.005, -0.182], [0.295, 0.216, 0.397], [0.304, -0.135, 0.360], [-0.145, 0.365, 0.063], [-0.261, 0.318, 0.256], [-0.077, -0.055, 0.038], [0.090, 0.087, 0.007], [-0.095, -0.045, 0.043], [0.015, -0.029, -0.005], [0.094, 0.047, -0.018], [0.009, -0.011, -0.018], [0.007, 0.000, 0.024], [0.002, -0.009, -0.010], [-0.020, -0.015, 0.005], [0.023, -0.028, -0.048], [-0.014, 0.056, 0.022], [0.014, -0.037, 0.046], [-0.035, 0.043, -0.023], [-0.046, 0.007, -0.084], [0.108, -0.027, 0.028], [-0.086, -0.054, -0.093], [0.041, 0.012, -0.035], [0.070, 0.049, 0.106], [0.012, -0.041, 0.017], [-0.001, -0.020, -0.001], [-0.004, 0.002, 0.006], [-0.030, 0.040, 0.050], [0.022, 0.058, -0.005], [-0.021, -0.051, 0.044], [0.032, -0.032, -0.061], [-0.047, -0.004, 0.041], [-0.052, -0.127, 0.019], [0.105, 0.064, -0.002], [-0.124, -0.019, -0.027], [0.087, -0.076, 0.077], [0.025, 0.124, -0.051], [0.020, 0.012, -0.003], [-0.002, 0.013, -0.008], [-0.004, -0.014, 0.013], [-0.025, -0.009, -0.004], [0.011, -0.022, 0.042], [0.017, 0.009, -0.063], [-0.051, 0.084, 0.055], [0.062, -0.006, -0.072], [0.035, -0.083, -0.061], [-0.054, 0.119, 0.101], [0.044, -0.040, -0.050], [-0.022, 0.071, -0.047], [-0.101, 0.051, 0.056], [-0.010, 0.013, 0.015], [0.008, 0.008, 0.006], [0.001, -0.024, 0.020], [0.018, -0.030, 0.030], [-0.032, 0.026, -0.027], [0.015, -0.072, 0.053], [0.055, 0.031, 0.002], [-0.024, -0.059, 0.012], [-0.126, -0.002, 0.007], [0.125, 0.002, -0.005], [-0.106, -0.036, 0.045], [-0.008, 0.004, -0.228], [0.116, 0.032, 0.038], [0.026, 0.005, -0.003], [0.005, -0.013, 0.002], [-0.005, 0.012, 0.000], [-0.027, -0.006, 0.001], [0.000, 0.038, -0.039], [0.019, -0.016, 0.060], [-0.006, -0.045, -0.034], [-0.013, 0.026, 0.061], [0.110, -0.027, -0.004], [-0.114, 0.039, 0.005], [0.142, -0.050, 0.037], [0.000, 0.100, -0.114], [-0.121, -0.039, 0.006], [-0.025, 0.006, -0.001], [-0.001, 0.007, 0.006], [-0.002, -0.008, -0.004], [0.030, -0.019, 0.007], [-0.028, -0.019, -0.069], [-0.003, -0.017, 0.051], [0.017, 0.060, -0.003], [0.004, -0.050, 0.037]]}



No. 2
{"formula": "C4H4N3", "method": "wB97M-V/def2-TZVPD", "smiles": "C=CC1=NN=[N+]=C1", "charge": 1, "e_lumo_ha": [-0.31104, -0.31100], "de_lowest_kj_mol": 530.63, "molar_mass_da": 94.097, "gap_ev": [6.77, 6.77], "species": ["C", "C", "C", "N", "N", "N", "C", "H", "H", "H", "H"], "coordinates": [[1.85686, -0.63258, 0.51896], [1.04763, 0.09367, -0.30281], [-0.27458, 0.17770, -0.00807], [-1.16249, 0.86224, 1.42991], [-2.13384, 1.00639, 0.82957], [-2.48723, 0.38688, -0.21887], [-1.40043, 0.02010, -0.83375], [2.89590, -0.95848, 0.13729], [1.62887, -0.91046, 1.49221], [1.35203, 0.44406, -1.31101], [-1.32271, -0.48954, -1.73343]], "atomic_forces_ev_per_a": [[2.780, 0.299, -2.227], [0.995, 0.581, -0.999], [-1.000, -0.806, 1.467], [3.814, -0.260, 0.868], [-2.043, 2.152, 2.127], [-1.837, -2.188, -3.784], [0.189, 1.606, 1.109], [-1.805, 0.486, 0.607], [-0.790, -0.503, 1.674], [0.149, -0.473, 0.745], [-0.453, -0.894, -1.586]]}



No. 3
{"formula": "C2H4NP", "method": "wB97M-V/def2-TZVPD", "charge": 0, "e_lumo_ha": -0.00836, "de_lowest_kj_mol": 370.50, "molar_mass_da": 73.035, "gap_ev": 8.20, "species": ["C", "C", "N", "P", "H", "H", "H", "H"], "coordinates": [[-0.75948, 2.23185, 0.67183], [-0.29519, 1.18667, -0.22307], [1.05775, 1.02429, 0.10400], [0.87857, 2.59103, 0.21931], [-1.70037, 2.82450, 0.65764], [3.92801, 1.11207, 1.02199], [-0.75159, 0.64668, -1.01432], [3.74635, 1.60852, 0.33835]], "atomic_forces_ev_per_a": [[-1.579, 0.091, -1.140], [0.042, 0.366, 3.385], [0.509, -2.660, -1.773], [0.633, 2.825, 0.778], [0.720, -0.568, -0.379], [-0.629, 1.818, -2.443], [-0.408, -0.070, -0.888], [0.711, -1.801, 2.460]]}



No. 4
{"formula": "C5H8O2", "method": "wB97M-V/def2-TZVPD", "charge": 0, "e_lumo_ha": 0.02747, "de_lowest_kj_mol": 252.27, "molar_mass_da": 100.117, "gap_ev": 9.99, "species": ["C", "C", "C", "C", "O", "C", "O", "H", "H", "H", "H", "H", "H", "H", "H"], "coordinates": [[1.79446, -0.13365, 0.68741], [0.60436, 0.15900, -0.18359], [-0.04697, -0.78473, -1.15505], [-0.80315, -0.24510, 0.04401], [-1.27480, -0.98593, 1.11026], [-1.16690, 1.19428, -0.22175], [0.20165, 1.48735, -0.59930], [2.72958, -0.27191, 0.13465], [1.59303, -1.06419, 1.23561], [1.94222, 0.65077, 1.43615], [-0.25034, -0.36021, -2.13592], [0.26439, -1.82513, -1.14205], [-2.23855, -0.94298, 1.09144], [-1.92403, 1.38523, -0.99559], [-1.42496, 1.73721, 0.69371]], "atomic_forces_ev_per_a": [[-0.004, 0.085, -0.063], [0.188, -0.229, 0.134], [0.000, -0.126, -0.145], [0.078, 0.138, -0.085], [-0.251, -0.082, -0.014], [-0.274, 0.068, 0.081], [0.268, 0.122, 0.232], [-0.188, 0.127, -0.027], [0.005, 0.174, -0.172], [-0.088, -0.035, -0.163], [-0.070, -0.211, 0.061], [-0.112, 0.131, 0.216], [0.096, -0.212, 0.017], [0.360, 0.121, -0.022], [-0.007, -0.070, -0.049]]}



charge of number 3 (C2H4NP)?
0



Which of these has the highest charge?
C4H4N3



What is the charge in the first record?
0



charge of number 1 (C31H60N2O6P2S)?
0